CH6N2 as an isolated structure. Source: OMol25; level of theory: ωB97M-V/def2-TZVPD.

XYZ file:
```
9
Properties=species:S:1:pos:R:3:forces:R:3
C 0.809131 0.498852 0.115538 -1.6 0.3 -3.4
N -0.299079 0.514646 -0.649050 2.0 -0.2 -0.6
N -0.706554 -0.797437 -0.991821 0.0 0.0 0.2
H -0.354528 0.576121 0.894755 1.7 -0.6 3.1
H -1.646176 -0.734556 -1.363787 0.0 0.0 0.1
H -0.728331 -1.428793 -0.182534 0.0 0.2 0.0
H 1.440249 -0.389505 0.207863 -0.3 0.0 0.4
H 1.312328 1.451339 0.218288 -0.3 0.1 0.5
H 0.172959 0.309332 1.750751 -1.5 0.3 -0.2
```
Positions in Å, forces in eV/Å.

orbital gap: 8.47 eV
charge: 0
largest force on an atom: 3.8 eV Å⁻¹
LUMO level: 0.73 eV
E_HOMO: -0.28445 hartree
M: 46.07 g/mol
multiplicity: 1
energy relative to the best compared isomer or geometry (same formula, charge and spin): 5.438 eV

A 10-piece molecular cluster, C30H70N10O10 overall. Source: OMol25; level of theory: ωB97M-V/def2-TZVPD.

XYZ file:
```
120
Properties=species:S:1:pos:R:3:forces:R:3
C 18.448465 11.779165 9.727870 -0.5 -1.2 0.7
N 18.519235 13.195255 9.911170 0.6 0.7 -1.5
C 17.984265 13.805965 11.128740 0.4 -0.4 0.4
C 19.147215 13.899265 8.916170 0.6 3.5 1.7
O 19.330635 15.139035 8.980690 -0.6 -2.8 -0.4
H 17.433635 11.400255 9.606850 -0.4 0.2 -0.1
H 18.812575 11.247105 10.606750 0.3 0.0 0.1
H 18.997965 11.401525 8.865570 0.2 0.5 0.0
H 18.653845 13.680105 11.979580 0.4 -0.5 0.0
H 17.888825 14.891705 11.141770 -0.4 -0.1 -0.9
H 17.080225 13.269415 11.416720 -0.2 0.4 -0.2
H 19.624345 13.318575 8.111600 -0.5 -0.2 0.1
C 13.984365 19.499915 13.013440 0.3 1.3 1.0
N 14.527275 18.859515 11.863780 -0.3 -0.2 0.4
C 16.006915 18.720815 11.786110 -0.7 -0.8 -0.5
C 13.694575 18.396905 10.885690 2.3 -0.2 0.3
O 14.200745 17.874585 9.914530 -1.2 -0.3 -0.8
H 14.332225 19.080755 13.957590 0.2 -0.3 0.0
H 12.900995 19.576085 13.106280 -0.1 -0.5 -0.6
H 14.309225 20.540295 13.026420 0.1 0.3 0.1
H 16.449635 18.389645 12.725480 -0.3 0.4 0.3
H 16.229755 17.899175 11.105420 -0.2 0.2 -0.2
H 16.507645 19.607005 11.396190 -0.2 0.2 0.2
H 12.621085 18.517655 11.098400 0.0 0.0 -0.1
C 9.285045 14.506125 14.813640 0.2 -1.5 -0.5
N 9.855175 13.372385 13.991990 1.7 0.9 1.8
C 11.307585 13.019905 14.348210 -1.0 0.8 -0.8
C 9.213095 12.883845 12.923110 1.0 -0.8 -0.9
O 9.683615 12.070975 12.117160 -0.8 1.0 0.9
H 9.043005 14.081185 15.787770 -0.1 0.3 0.1
H 8.388765 14.928765 14.359570 0.0 -0.3 -0.1
H 9.975535 15.340895 14.933970 0.3 -0.2 -0.1
H 11.495035 12.832495 15.405500 -0.7 0.1 0.1
H 11.740285 12.173125 13.815460 -0.7 0.0 -0.2
H 11.879015 13.900405 14.054430 0.2 0.1 0.1
H 8.210465 13.333955 12.857330 -0.1 -0.2 -0.3
C 14.501645 12.666035 11.602410 -1.1 -0.7 0.4
N 14.143185 13.963775 12.187700 0.2 0.8 -0.2
C 12.949485 14.578715 11.505950 0.2 -0.1 0.2
C 14.886585 14.605365 13.158370 0.3 -2.6 -0.6
O 15.901635 14.096325 13.692190 -2.0 1.5 -0.8
H 15.095905 11.979775 12.205740 0.5 0.8 0.1
H 14.851475 12.692025 10.570400 0.4 0.5 0.1
H 13.576925 12.092645 11.537500 -0.3 0.0 -0.1
H 12.910535 14.183905 10.490710 0.2 0.1 0.1
H 11.987835 14.357395 11.968920 0.2 -0.6 0.3
H 12.900785 15.663425 11.410440 0.9 0.1 0.2
H 14.350365 15.531175 13.418270 0.7 0.3 0.3
C 10.015675 14.126225 9.474400 -0.2 0.2 0.0
N 9.520615 14.621135 8.166510 -0.7 -1.2 0.3
C 10.235595 15.733815 7.609890 1.1 0.0 -0.3
C 8.390925 14.164505 7.532750 1.3 1.5 -2.5
O 8.097985 14.573415 6.367910 0.0 -1.5 3.4
H 9.465895 13.295295 9.916430 -0.6 0.2 -0.3
H 10.075875 14.955475 10.179260 -0.3 0.1 0.1
H 11.026025 13.717995 9.499610 0.2 0.1 -1.0
H 10.269265 16.495775 8.388590 0.0 0.5 -0.4
H 11.266075 15.469815 7.372140 0.3 -0.3 0.5
H 9.907185 16.028015 6.613050 -0.9 0.2 0.6
H 7.885905 13.402485 8.146340 -0.3 0.0 -0.4
C 17.353275 16.255765 15.971670 -1.2 1.0 0.7
N 18.292445 15.518355 15.207800 1.2 -0.6 0.0
C 18.821695 14.343465 15.879510 -0.2 0.0 0.8
C 18.697705 15.805145 13.957730 -1.0 0.6 -0.5
O 18.301665 16.748015 13.284090 0.3 -0.5 0.5
H 16.314085 16.020465 15.741850 0.0 -0.5 -0.1
H 17.364085 17.344235 15.914850 0.7 0.1 -0.6
H 17.533035 16.056895 17.028190 -0.2 -0.2 0.0
H 18.862265 14.595535 16.939190 0.3 -0.1 0.1
H 18.146985 13.488325 15.839330 -0.1 -0.1 -0.4
H 19.832655 14.054935 15.591740 -0.2 0.1 -0.4
H 19.376915 15.028685 13.573010 0.2 0.2 0.0
C 7.481715 17.059465 10.775930 -0.2 1.3 0.5
N 8.301685 18.156835 11.423300 1.0 -1.8 0.9
C 7.622105 19.356745 11.853010 -0.7 0.9 -0.4
C 9.619105 17.969815 11.807010 -0.3 -3.5 -2.5
O 10.302075 16.928325 11.463520 -2.1 4.0 1.8
H 6.783575 17.562305 10.106710 0.6 -0.1 -0.9
H 6.728045 16.601585 11.416590 0.5 0.0 1.0
H 8.084335 16.251455 10.361110 0.1 0.6 -0.2
H 6.610885 19.190705 12.224440 0.0 -0.4 -0.1
H 8.096525 19.948645 12.635750 0.6 -0.5 0.1
H 7.537715 20.051175 11.017100 -0.2 0.0 -0.2
H 9.939945 18.876675 12.342620 0.7 -0.5 0.1
C 14.993625 9.600515 6.998370 0.1 0.0 0.3
N 14.638335 8.896395 8.228350 -0.3 -0.3 1.2
C 14.457925 7.387805 8.224480 0.4 1.4 0.1
C 14.361895 9.595145 9.391660 -0.2 -1.9 2.4
O 14.099585 9.111495 10.542150 0.8 1.2 -3.9
H 15.370105 10.614705 7.131740 -0.2 0.1 0.8
H 14.129965 9.714655 6.343260 0.2 -0.5 -0.4
H 15.867665 9.106715 6.573740 -0.4 -0.3 -0.5
H 15.170025 6.846765 7.601340 0.4 0.6 -0.1
H 14.630985 7.099715 9.261380 -0.5 -0.2 -0.1
H 13.490215 7.101305 7.812720 -0.2 0.2 0.5
H 14.423655 10.689825 9.291360 0.1 -0.1 -0.3
C 16.484625 10.878515 15.250340 0.5 -0.6 1.0
N 15.135825 10.445445 15.717290 2.0 1.1 -1.3
C 14.937585 9.834865 16.974230 -0.3 -0.7 1.9
C 14.140785 10.629865 14.841550 -0.1 0.7 -0.1
O 12.979865 10.375435 15.038860 -0.7 -0.3 -0.1
H 16.568575 11.554255 14.399210 -1.1 -0.3 -0.3
H 17.096595 9.996955 15.059460 0.1 -0.1 -0.1
H 17.035445 11.469115 15.982380 -0.3 -0.2 0.7
H 13.897075 9.562125 17.150430 -0.1 0.2 -0.6
H 15.488615 8.919575 17.190360 0.4 -0.2 -0.7
H 15.192935 10.460365 17.829590 0.2 0.6 -0.1
H 14.536735 11.151405 13.956450 -0.4 -0.2 -0.2
C 13.814035 13.290605 17.485320 0.0 -0.9 -0.1
N 13.065355 14.541765 17.562990 0.3 0.9 -0.6
C 13.514175 15.650435 16.704530 0.8 -0.7 0.2
C 11.960615 14.706325 18.308130 -1.1 -3.5 1.9
O 11.483215 13.780845 19.029780 1.0 2.8 -1.8
H 13.336445 12.454115 17.995510 -0.4 0.6 0.3
H 14.836965 13.311125 17.861210 0.0 0.7 0.3
H 13.938065 12.885175 16.481160 -0.3 0.6 -0.5
H 13.073755 16.633875 16.868740 -0.6 -0.4 0.3
H 14.569515 15.806515 16.928120 0.2 -0.1 -0.3
H 13.389735 15.354725 15.662810 0.1 0.2 -0.1
H 11.501065 15.700635 18.196930 0.0 -0.1 0.2
```
Positions in Å, forces in eV/Å.

orbital gap: 8.91 eV
charge: 0
largest force on an atom: 4.8 eV Å⁻¹
LUMO level: 0.07 eV
SMILES: CN(C)C=O.CN(C)C=O.CN(C)C=O.CN(C)C=O.CN(C)C=O.CN(C)C=O.CN(C)C=O.CN(C)C=O.CN(C)C=O.CN(C)C=O
E_HOMO: -0.32507 hartree
M: 730.95 g/mol
multiplicity: 1
energy relative to the best compared isomer or geometry (same formula, charge and spin): 9.575 eV

C18H62F3N28O16Ti as an isolated structure. Source: OMol25; level of theory: ωB97M-V/def2-TZVPD.

XYZ file:
```
128
Properties=species:S:1:pos:R:3:forces:R:3
Ti -3.194555 -1.868022 -2.421585 0.7 -0.3 -0.1
C -1.121755 -0.397412 -0.392275 -3.2 -3.2 -1.9
O -0.573435 -1.566392 0.265765 0.2 0.5 0.8
O -2.577175 -0.717112 -0.413485 2.4 1.9 0.5
C -0.571605 1.015938 0.019445 -0.6 -1.5 -1.5
F -0.447055 1.153208 1.314155 0.8 0.1 0.8
F 0.493985 1.356198 -0.683625 2.3 -1.3 0.4
F -1.328765 2.022458 -0.350365 -3.7 1.2 -0.4
C 0.813465 -1.845122 0.290155 2.5 -0.4 -0.6
C 1.190555 -3.110892 1.142435 -0.9 1.7 1.2
H 2.204115 -3.239292 1.522305 0.5 0.6 -0.9
H 0.748085 -2.754472 2.072645 -0.6 -0.9 0.5
H 0.866325 -4.123322 0.901685 -0.6 0.4 -0.5
H 1.413265 -0.992822 0.609435 -0.3 0.2 1.2
H 1.329865 -1.909852 -0.667575 -1.0 -0.5 -1.2
H -0.931095 -0.569452 -1.451585 1.1 0.8 -0.2
C 2.887645 1.861828 1.469375 0.6 -0.9 1.1
O 3.144105 1.113838 2.383705 0.8 -2.3 1.5
N 3.329885 1.812318 0.254045 1.7 -1.1 -3.1
N 2.093945 2.863008 1.648125 -2.8 3.5 0.7
H 3.879575 1.030598 -0.072845 0.0 0.6 0.1
H 3.190805 2.617908 -0.339085 0.1 -0.4 -0.4
H 1.819515 3.110398 2.588125 -0.1 0.3 -0.3
H 1.907035 3.439868 0.840415 -0.3 0.3 0.6
C -1.481055 0.887298 -4.500405 0.1 -1.6 -1.4
O -1.342115 -0.319842 -4.487785 0.9 -1.8 0.5
N -1.054955 1.706198 -5.404505 2.1 0.7 -3.6
N -2.164955 1.542498 -3.660105 -3.7 2.0 5.9
H -1.285855 2.684198 -5.303035 0.8 0.0 -0.6
H -0.376975 1.265378 -6.009585 0.1 0.9 -0.7
H -2.419775 1.089748 -2.793965 -0.4 0.0 -0.2
H -2.506695 2.481558 -3.806665 0.2 -0.2 0.1
C -4.636945 4.879858 -0.009555 -2.0 -2.5 -2.7
O -5.048045 5.798648 -0.659575 -2.6 2.4 -0.1
N -5.192165 3.652088 0.090615 -4.1 -1.3 0.9
N -3.391425 4.686838 0.060095 7.1 1.0 1.3
H -4.789405 2.880348 0.602765 -0.2 0.4 0.0
H -6.168235 3.589438 -0.161295 0.0 -0.2 0.5
H -3.008665 3.798408 0.350415 0.3 0.6 -0.3
H -2.974575 5.327978 -0.599655 1.3 -0.2 0.6
C 6.035515 -1.615522 2.803415 1.7 0.2 2.5
O 6.736645 -0.655612 2.903505 3.7 2.6 -0.8
N 4.795295 -1.468312 2.682815 -5.9 0.7 -2.0
N 6.369985 -2.832222 3.191165 2.0 -2.9 0.3
H 4.561375 -0.525382 2.406645 -1.2 0.0 0.1
H 4.208165 -2.290002 2.697165 -0.6 0.6 -0.1
H 7.366935 -2.960992 3.289185 -0.3 -0.6 0.0
H 5.692305 -3.554992 2.995125 0.6 -0.4 0.1
C 0.232225 5.560338 0.231565 -1.6 1.8 1.4
O -0.383465 5.988958 1.229185 0.5 -0.5 -0.1
N 1.266775 6.197758 -0.273005 2.6 1.8 -0.4
N -0.186385 4.560698 -0.494985 -1.2 -2.1 -1.0
H 1.692015 6.922498 0.287355 -0.3 -0.1 -0.1
H 1.805265 5.894718 -1.071945 -0.2 -0.4 0.2
H 0.305325 4.349148 -1.351475 0.1 -0.6 0.2
H -0.866235 3.927198 -0.099295 0.4 0.4 -0.5
C -5.497765 -3.181752 -0.847905 2.0 1.3 -1.6
O -4.709995 -3.342172 -1.766765 1.6 -0.1 -1.2
N -5.302455 -2.426892 0.189035 2.4 3.4 3.4
N -6.664915 -3.646732 -0.830615 -7.2 -3.4 -0.1
H -6.037885 -1.931712 0.672815 -0.1 -0.5 -0.3
H -4.480705 -1.841832 0.138965 0.6 -0.1 0.1
H -7.146855 -4.158232 -1.556015 0.8 0.1 -0.1
H -7.260375 -3.440982 -0.041185 0.2 -0.2 -0.2
C -2.106135 -4.951232 0.202095 -0.9 -5.8 2.6
O -2.344435 -6.131452 0.585285 0.0 0.7 -0.9
N -1.673015 -4.647502 -0.964055 1.2 0.0 -3.7
N -2.197755 -3.982302 1.011175 -0.6 4.8 4.1
H -1.230875 -3.745042 -1.064965 0.1 -0.3 -0.9
H -1.466375 -5.500852 -1.463245 0.3 0.7 -0.7
H -1.837355 -3.073432 0.757865 -0.1 0.2 0.1
H -2.365045 -4.130112 1.996195 0.0 -0.3 -0.4
C 3.561195 -5.023462 3.857395 0.8 4.8 -2.5
O 3.692905 -4.126232 3.002385 -0.2 -1.0 -0.5
N 3.322265 -6.239612 3.727095 -1.9 -7.9 -4.4
N 3.681105 -4.807192 5.087445 1.2 3.7 7.5
H 3.051595 -6.540772 2.801815 0.1 -0.4 0.2
H 3.272265 -6.900332 4.489345 -0.1 0.3 -0.5
H 3.834045 -3.851922 5.377565 0.1 -0.2 0.2
H 3.550275 -5.517392 5.793565 0.0 0.6 -0.1
C 4.926935 -0.510012 -1.418955 1.8 3.0 -0.8
O 5.089675 0.675868 -1.685565 0.4 0.9 0.1
N 5.831755 -1.230142 -0.807815 3.2 -1.5 1.8
N 3.897275 -1.167732 -1.773565 -4.9 -3.9 -1.1
H 5.778945 -2.222132 -0.625435 -0.3 0.4 -0.1
H 6.713595 -0.795772 -0.575925 -0.3 0.1 0.1
H 3.041275 -0.852682 -2.207265 0.5 0.7 0.0
H 3.854125 -2.136712 -1.491935 -0.2 0.1 -0.1
C 0.132355 -3.149602 -3.609775 -0.4 3.7 -0.9
O -0.995405 -2.952592 -3.208545 -2.1 -0.8 1.1
N 0.834705 -2.184602 -4.175495 1.4 2.1 -1.2
N 0.852845 -4.215012 -3.543515 0.7 -4.7 1.3
H 0.377105 -1.353322 -4.521445 -0.2 0.2 0.1
H 1.782375 -2.394962 -4.454345 -0.3 0.5 -0.3
H 1.829305 -4.190542 -3.800455 -0.4 -0.5 0.3
H 0.428645 -4.924002 -2.962575 0.8 -0.4 -0.2
C -0.574335 3.941258 4.133855 2.9 0.2 2.8
O -0.519305 3.872248 5.354975 -1.5 -0.6 0.6
N -1.258095 3.216368 3.293155 -3.0 -2.0 -1.2
N 0.367905 4.645478 3.513795 1.5 1.5 -1.0
H -1.071235 3.252238 2.301235 -0.1 -0.1 0.4
H -1.947905 2.596218 3.692745 0.1 0.0 -0.4
H 0.020535 5.101628 2.682315 0.5 0.7 -0.4
H 0.949555 5.160728 4.159015 -0.3 0.2 -0.3
C -5.357725 1.242538 -2.510285 -3.0 -0.8 -0.9
O -5.771355 0.123768 -2.678465 -2.2 -1.8 -1.9
N -5.794475 2.458468 -2.887985 -3.1 1.5 -3.4
N -4.411935 1.403558 -1.730505 6.8 2.4 5.2
H -6.457105 2.491218 -3.649525 0.0 -0.1 0.1
H -5.615325 3.382798 -2.522435 0.5 -0.6 0.4
H -4.147105 2.376318 -1.669665 0.8 -0.4 0.8
H -4.007675 0.712288 -1.115025 0.3 -0.3 -0.1
C -0.793625 -0.742072 4.168915 3.7 0.8 5.6
O -0.804615 -1.211582 5.302475 1.3 -0.5 1.3
N 0.113255 0.077328 3.653125 2.1 1.0 -0.2
N -1.789215 -0.923682 3.463505 -7.3 -1.4 -6.4
H -0.164905 0.714258 2.920295 0.5 -0.4 0.8
H 0.894985 0.331728 4.239885 -0.1 0.0 -0.2
H -1.719825 -0.736212 2.473475 -0.4 -0.2 -0.1
H -2.535865 -1.533012 3.765715 0.4 0.2 0.1
C 2.443345 3.030298 -2.878215 3.5 -0.9 1.1
O 2.224475 3.572028 -1.829715 0.1 2.4 3.4
N 3.582825 2.556588 -3.342275 4.6 0.4 0.6
N 1.554375 2.633968 -3.631935 -7.9 -1.3 -4.4
H 3.584895 1.997298 -4.183275 0.1 -0.1 0.3
H 4.231515 2.274718 -2.621265 0.5 -0.1 -0.3
H 0.607285 2.748938 -3.300415 -0.2 0.0 -0.8
H 1.790795 2.223038 -4.523755 -0.8 -0.3 -0.2
```
Positions in Å, forces in eV/Å.

orbital gap (alpha / beta): 2.21 / 8.69 eV
charge: -1
largest force on an atom: 9.8 eV Å⁻¹
LUMO level (alpha / beta): 1.63 / 1.61 eV
E_HOMO (alpha / beta): -0.02148 / -0.26014 hartree
⟨S²⟩: 6.002
M: 1031.73 g/mol
multiplicity: 5

A 2-piece molecular cluster, C3H5NOS overall. Source: OMol25; level of theory: ωB97M-V/def2-TZVPD.

XYZ file:
```
11
Properties=species:S:1:pos:R:3:forces:R:3
C 0.167608 0.634019 0.506566 2.4 1.7 -0.5
C 1.113681 -0.475104 -0.188143 -0.3 0.7 2.2
C -1.000804 -0.249286 0.161675 -0.6 3.0 -0.5
H -0.907303 1.700954 -0.881211 3.9 0.9 2.3
H 0.226232 0.686242 1.648350 0.3 0.3 -1.5
H 1.799457 -0.964566 0.532080 0.0 0.3 -0.8
H 1.614390 0.030145 -1.107857 -1.3 -1.6 1.2
H -0.618853 -2.272032 -0.171302 2.2 3.5 -0.9
N -0.189446 -1.186782 -0.206785 -1.7 -6.6 -0.8
O 0.370779 1.844636 -0.230111 -5.8 -1.5 -0.9
S -2.575743 0.251770 -0.063257 0.9 -0.5 0.1
```
Positions in Å, forces in eV/Å.

orbital gap: 9.40 eV
charge: 0
largest force on an atom: 6.9 eV Å⁻¹
LUMO level: 0.37 eV
E_HOMO: -0.33197 hartree
M: 103.15 g/mol
multiplicity: 1
energy relative to the best compared isomer or geometry (same formula, charge and spin): 4.971 eV